The following is a quantum chemistry calculation of a structure of composition C5H9O3Rh in a non-equilibrium geometry, from the Open Molecules 2025 dataset.

The value obtained for the largest force on an atom is 5.02 eV/Å. The value obtained for the energy relative to the best compared isomer or geometry (same formula, charge and spin) is 21.09 kJ/mol. The calculation puts the HOMO-LUMO gap (alpha / beta) at 0.37332 / 0.25196 Eh. As for the expectation value of S²: 6.015. The total energy is -14456.2667 eV.

```
! wB97M-V def2-TZVPD RIJCOSX def2/J DEFGRID3
* xyz 2 5
Rh 0.296 0.752 -0.503
O 1.550 2.217 1.855
O -0.458 0.036 -2.053
O 0.227 0.423 1.493
C -0.024 -0.128 2.788
C -0.838 0.492 -3.129
C 1.096 -1.022 3.274
C 1.367 1.266 1.148
C -1.240 -0.347 -4.267
H -0.891 1.588 -3.257
H -0.962 -0.687 2.683
H 1.972 -0.425 3.559
H 1.384 -1.741 2.495
H -0.781 0.074 -5.176
H -2.327 -0.239 -4.404
H -0.171 0.722 3.468
H -0.958 -1.395 -4.130
H 0.758 -1.584 4.155
*
```

Atom charges from the natural (NBO) analysis, given in e for atoms 1 to 8: atom 1 (Rh): 1.37, atom 2 (O): -0.14, atom 3 (O): -0.62, atom 4 (O): -0.51, atom 5 (C): -0.09, atom 6 (C): 0.56, atom 7 (C): -0.66, atom 8 (C): 0.48

The following is a quantum chemistry calculation of a cluster of 3 separate species, C5H9O3Se in total in a non-equilibrium geometry, from the Open Molecules 2025 dataset.

The value obtained for the largest force on an atom is 2.45 eV/Å. The value obtained for the energy relative to the best compared isomer or geometry (same formula, charge and spin) is 99.65 kJ/mol. The calculation puts the HOMO-LUMO gap at 0.23247 Eh. The total energy is -76819.3433 eV.

```
! wB97M-V def2-TZVPD RIJCOSX def2/J DEFGRID3
* xyz -1 1
Se 3.734 -1.504 2.218
O 1.857 -0.404 -0.244
O 3.823 -2.651 -0.838
O 2.614 -4.112 0.436
C -1.978 1.135 -0.326
C -0.508 0.745 -0.358
C 1.135 -1.150 -1.040
C -0.271 -0.571 -1.102
C 3.221 -3.336 -0.144
H -0.552 -0.486 -2.156
H -2.111 2.077 0.203
H 2.742 -0.773 -0.064
H -0.898 -1.361 -0.672
H -2.369 1.250 -1.337
H 4.665 -2.072 3.057
H -2.568 0.373 0.181
H 0.070 1.535 -0.843
H -0.131 0.643 0.659
*
```

Atom charges from the natural (NBO) analysis, given in e for atoms 1 to 8: atom 1 (Se): -1.01, atom 2 (O): -0.67, atom 3 (O): -0.55, atom 4 (O): -0.53, atom 5 (C): -0.60, atom 6 (C): -0.41, atom 7 (C): 0.24, atom 8 (C): -0.56

The following is a quantum chemistry calculation of a structure of composition C5H9O3Zn in a non-equilibrium geometry, from the Open Molecules 2025 dataset.

The value obtained for the largest force on an atom is 5.70 eV/Å. The value obtained for the energy relative to the best compared isomer or geometry (same formula, charge and spin) is 119.11 kJ/mol. The calculation puts the HOMO-LUMO gap at 0.24974 Eh. The total energy is -59881.3436 eV.

```
! wB97M-V def2-TZVPD RIJCOSX def2/J DEFGRID3
* xyz 1 1
Zn 2.459 1.835 0.770
O 1.731 0.298 1.383
O 0.923 1.889 -0.308
O -0.729 0.513 -0.544
C -3.072 0.393 -0.091
C 2.541 -0.915 -0.643
C 1.406 -0.565 0.304
C -1.718 -0.142 0.293
C 0.469 0.748 -0.116
H -3.840 -0.255 0.352
H 3.475 -1.024 -0.068
H 0.870 -1.442 0.701
H -1.644 -1.223 0.132
H -1.479 0.078 1.341
H -3.216 1.412 0.290
H 2.360 -1.848 -1.194
H -3.202 0.390 -1.180
H 2.665 -0.143 -1.422
*
```

Atom charges from the natural (NBO) analysis, given in e for atoms 1 to 8: atom 1 (Zn): 1.70, atom 2 (O): -0.98, atom 3 (O): -0.79, atom 4 (O): -0.48, atom 5 (C): -0.63, atom 6 (C): -0.68, atom 7 (C): 0.02, atom 8 (C): -0.07

The following is a quantum chemistry calculation of a cluster of 2 separate species, C5H9O4 in total in a non-equilibrium geometry, from the Open Molecules 2025 dataset.

The value obtained for the largest force on an atom is 9.74 eV/Å. The value obtained for the energy relative to the best compared isomer or geometry (same formula, charge and spin) is 0.00 kJ/mol. The calculation puts the HOMO-LUMO gap at 0.28504 Eh. The total energy is -13521.1594 eV.

```
! wB97M-V def2-TZVPD RIJCOSX def2/J DEFGRID3
* xyz -1 1
O 1.626 -0.672 3.673
O 1.813 -1.082 -2.520
O -2.305 -0.039 -1.550
O -0.359 0.457 -2.470
C -0.543 0.006 0.726
C 0.728 -0.646 2.834
C 0.620 0.455 1.793
C -0.807 1.233 -0.227
C -1.228 0.504 -1.625
H -0.183 -0.819 0.048
H 1.614 0.699 1.289
H 0.134 -1.343 2.588
H -1.738 1.680 0.102
H -1.463 -0.297 1.213
H 1.408 -0.390 -2.100
H 1.162 -1.470 -3.108
H 0.072 1.941 -0.297
H 0.160 1.384 2.199
*
```

Atom charges from the natural (NBO) analysis, given in e for atoms 1 to 8: atom 1 (O): -0.54, atom 2 (O): -0.97, atom 3 (O): -0.77, atom 4 (O): -0.81, atom 5 (C): -0.40, atom 6 (C): 0.45, atom 7 (C): -0.53, atom 8 (C): -0.55

The following is a quantum chemistry calculation of a structure of composition C5H9OP in a non-equilibrium geometry, from the Open Molecules 2025 dataset.

The value obtained for the largest force on an atom is 6.28 eV/Å. The value obtained for the energy relative to the best compared isomer or geometry (same formula, charge and spin) is 359.40 kJ/mol. The calculation puts the HOMO-LUMO gap at 0.32772 Eh. The total energy is -16663.1647 eV.

```
! wB97M-V def2-TZVPD RIJCOSX def2/J DEFGRID3
* xyz 0 1
P -1.423 -0.209 1.276
O -1.524 1.745 -0.658
C 0.866 0.960 -2.057
C 0.154 -0.038 2.298
C 0.305 -1.453 -0.999
C -0.987 0.757 -0.208
C 0.403 -0.028 -1.326
H 0.880 0.474 1.792
H 0.722 -1.946 -1.755
H -2.158 0.958 1.864
H 1.581 0.706 -2.785
H 0.857 -1.491 -0.148
H 0.720 -0.916 2.437
H -0.807 -1.673 -0.993
H 0.553 1.904 -1.980
H -0.143 0.250 3.241
*
```

Atom charges from the natural (NBO) analysis, given in e for atoms 1 to 8: atom 1 (P): 0.43, atom 2 (O): -0.55, atom 3 (C): -0.42, atom 4 (C): -0.88, atom 5 (C): -0.67, atom 6 (C): 0.28, atom 7 (C): 0.02, atom 8 (H): 0.23

The following is a quantum chemistry calculation of the molecule C5H9P in a non-equilibrium geometry, from the Open Molecules 2025 dataset.

The value obtained for the largest force on an atom is 4.19 eV/Å. The value obtained for the energy relative to the best compared isomer or geometry (same formula, charge and spin) is 154.33 kJ/mol. The calculation puts the HOMO-LUMO gap at 0.36859 Eh. The total energy is -14616.7201 eV. The SMILES is C=C1[C@@H](C)P1C.

```
! wB97M-V def2-TZVPD RIJCOSX def2/J DEFGRID3
* xyz 0 1
P 0.765 -0.412 1.294
C 0.135 2.213 -0.079
C 0.163 -0.468 -0.448
C -0.886 -0.958 1.977
C 0.121 0.905 0.124
C 1.161 -0.614 -1.632
H -0.850 -1.705 2.722
H 0.779 -0.378 -2.722
H -0.904 -0.996 -0.740
H -0.088 2.717 -1.094
H -1.355 -0.150 2.495
H 1.660 -1.520 -1.579
H 1.828 0.234 -1.428
H -1.417 -1.335 1.110
H 0.619 2.971 0.521
*
```

Atom charges from the natural (NBO) analysis, given in e for atoms 1 to 8: atom 1 (P): 0.67, atom 2 (C): -0.39, atom 3 (C): -0.50, atom 4 (C): -0.90, atom 5 (C): -0.23, atom 6 (C): -0.61, atom 7 (H): 0.23, atom 8 (H): 0.21

The following is a quantum chemistry calculation of a cluster of 2 separate species, C5H9P in total in a non-equilibrium geometry, from the Open Molecules 2025 dataset.

The value obtained for the largest force on an atom is 4.76 eV/Å. The value obtained for the energy relative to the best compared isomer or geometry (same formula, charge and spin) is 399.33 kJ/mol. The calculation puts the HOMO-LUMO gap at 0.28688 Eh. The total energy is -14614.1808 eV.

```
! wB97M-V def2-TZVPD RIJCOSX def2/J DEFGRID3
* xyz 0 1
P -2.934 -1.013 0.010
C -3.634 0.709 0.434
C 0.767 -0.052 -0.553
C -0.444 -0.275 -0.491
C 2.588 -1.077 0.503
C 2.203 0.118 -0.326
H -3.029 -0.810 -1.314
H 1.803 -1.310 1.270
H 2.258 1.148 0.228
H 2.694 0.229 -1.293
H 3.650 -1.181 0.903
H -4.733 0.549 0.295
H -3.287 1.493 -0.137
H 2.540 -1.875 -0.212
H -3.395 0.796 1.579
*
```

Atom charges from the natural (NBO) analysis, given in e for atoms 1 to 8: atom 1 (P): 0.70, atom 2 (C): -0.92, atom 3 (C): -0.17, atom 4 (C): -0.26, atom 5 (C): -0.60, atom 6 (C): -0.48, atom 7 (H): -0.06, atom 8 (H): 0.22

The following is a quantum chemistry calculation of a structure of composition C5O5Ti in a non-equilibrium geometry, from the Open Molecules 2025 dataset.

The value obtained for the largest force on an atom is 12.40 eV/Å. The calculation puts the HOMO-LUMO gap (alpha / beta) at 0.25727 / 0.41607 Eh. As for the expectation value of S²: 2.018. The total energy is -38511.6776 eV.

```
! wB97M-V def2-TZVPD RIJCOSX def2/J DEFGRID3
* xyz 2 3
Ti -0.158 -0.132 -0.004
O 0.895 0.749 2.915
O -0.671 2.783 -0.004
O 2.623 -1.145 -0.006
O -2.425 -2.035 -0.003
O -0.159 -0.132 -2.964
C -1.543 -1.295 -0.004
C -0.471 1.649 -0.004
C 0.528 0.441 1.893
C -0.159 -0.132 -1.815
C 1.541 -0.751 -0.005
*
```

Atom charges from the natural (NBO) analysis, given in e for atoms 1 to 8: atom 1 (Ti): 0.23, atom 2 (O): -0.20, atom 3 (O): -0.16, atom 4 (O): -0.16, atom 5 (O): -0.15, atom 6 (O): -0.20, atom 7 (C): 0.53, atom 8 (C): 0.54

The following is a quantum chemistry calculation of a cluster of 9 separate species, C60H116BF4N12O4 in total in a non-equilibrium geometry, from the Open Molecules 2025 dataset.

The value obtained for the largest force on an atom is 6.95 eV/Å. The calculation puts the HOMO-LUMO gap at 0.24438 Eh. The total energy is -101639.1781 eV.

```
! wB97M-V def2-TZVPD RIJCOSX def2/J DEFGRID3
* xyz 7 1
F -0.348 1.468 1.126
F 1.000 0.334 -0.354
F -0.272 -0.906 1.098
F 1.427 0.142 1.878
O -2.099 2.947 -1.583
O -0.253 -2.037 -5.312
O -3.253 -3.980 -2.862
O 0.931 4.689 6.873
N -3.424 -3.426 -1.789
N 4.438 0.932 -2.761
N 1.312 4.273 5.807
N -2.122 -0.533 4.723
N 0.827 -4.652 6.208
N -4.074 0.519 4.783
N 2.251 -4.177 4.633
N 4.733 -6.151 -2.661
N 0.303 -1.107 -5.853
N -2.945 3.786 -1.270
N 3.548 -5.183 -1.053
N 2.995 2.431 -2.088
C -3.257 1.137 3.844
C 1.731 -5.433 4.386
C 3.475 -5.755 -2.287
C -4.174 -1.411 -0.436
C 1.597 1.053 -5.659
C 1.551 1.113 -7.198
C 5.001 -6.878 -3.921
C -1.800 4.216 0.952
C -0.202 -4.611 7.266
C -3.531 5.725 0.067
C 3.176 3.132 7.079
C -4.902 -1.695 -2.861
C 3.610 4.879 5.348
C 5.683 -1.104 -1.874
C -1.092 4.090 5.013
C 0.433 -1.170 -7.373
C 5.042 -0.366 -3.048
C 2.808 2.645 4.639
C 3.794 3.067 -3.019
C 4.679 2.107 -3.416
C -4.718 2.840 -2.697
C -3.732 -1.951 -1.845
C 3.441 1.176 -1.863
C 0.534 5.733 3.941
C -1.135 -1.590 4.983
C 2.130 -3.143 -0.778
C 2.539 -2.550 2.776
C 0.762 -2.582 -7.895
C -1.556 -2.876 4.290
C -4.423 6.329 -1.010
C 2.429 -4.613 -0.339
C 0.704 3.159 3.686
C 3.232 -3.494 3.809
C 1.062 -0.261 -3.553
C 5.590 -5.749 -1.637
C 1.856 3.060 -1.418
C 1.617 -0.291 -7.801
C -3.944 4.152 -2.414
C 0.762 -5.691 5.311
C 0.377 4.356 4.597
C -1.336 5.830 -1.111
C -3.329 -0.468 5.348
C -0.935 -0.801 -8.037
C -3.593 -3.498 0.699
C 1.689 -3.707 5.784
C 4.872 -5.133 -0.679
C -4.932 5.170 -1.871
C 2.193 3.088 3.277
C -5.444 0.872 5.065
C -3.125 -5.611 -0.548
C -0.750 0.912 -4.852
C -3.493 -1.989 0.781
C 0.575 0.128 -4.968
C -2.148 0.380 3.709
C -1.281 -3.822 -0.434
C 2.716 3.723 5.742
C -2.426 -1.157 -2.195
C -2.813 -4.090 -0.524
C -3.256 4.640 -3.681
C -2.295 4.906 -0.394
B 0.440 0.296 0.930
H -4.882 -2.262 -3.792
H -6.076 0.877 4.180
H 5.427 2.242 -4.182
H 5.851 -2.165 -2.058
H 4.648 4.546 5.354
H -1.312 0.458 3.029
H -5.498 1.906 5.413
H 1.675 -3.207 -1.768
H 5.857 -0.163 -3.745
H -4.647 -3.729 0.509
H -2.462 -1.629 0.864
H 4.465 -6.476 -4.776
H 0.114 6.503 4.586
H 1.423 -2.672 -0.096
H -0.833 -2.842 -0.274
H 2.623 2.243 7.382
H -0.971 6.540 -0.366
H 3.613 4.078 -3.344
H -5.273 6.876 -0.605
H 3.778 -4.260 3.260
H 1.857 4.111 -1.696
H -0.048 3.141 2.896
H -0.151 -5.484 7.910
H 1.558 -0.174 -8.881
H -1.005 1.462 -5.760
H -0.126 -3.214 -7.853
H -5.851 -2.067 -2.465
H -0.226 -1.163 4.556
H 4.880 -7.956 -3.828
H -4.157 -5.840 -0.810
H -5.070 -0.635 -3.040
H -3.932 5.275 -4.252
H -1.162 0.228 -7.753
H -4.042 -0.328 -0.406
H -2.916 3.839 -4.338
H 0.151 5.754 2.921
H -0.863 -0.844 -9.124
H -2.488 -6.073 -1.303
H 1.575 2.087 -5.313
H -2.733 -0.148 -2.469
H -1.719 3.826 4.161
H 3.271 -2.142 2.079
H 2.541 -0.719 -7.408
H 2.323 2.327 2.510
H 1.861 -2.698 6.122
H -1.819 -1.406 -7.835
H 3.405 5.458 4.450
H 1.042 -2.624 -8.945
H 2.031 -6.046 3.552
H -2.867 -6.055 0.411
H -5.231 -1.570 -0.215
H 5.114 -4.644 0.251
H -3.869 7.091 -1.565
H 4.191 2.763 6.926
H 0.105 -6.510 5.556
H 4.368 -0.993 -3.633
H 2.605 4.032 2.924
H 3.041 -2.551 -0.859
H -0.871 -4.042 -1.424
H 3.639 5.663 6.110
H -2.466 3.613 1.569
H 1.552 -2.968 -7.249
H 3.107 0.464 -1.126
H -3.357 6.506 0.807
H -3.544 -3.948 1.691
H -1.875 -1.559 -3.046
H 1.033 0.626 -2.922
H 6.645 -5.829 -1.851
H -3.594 -1.079 6.197
H 6.066 -6.732 -4.104
H 6.570 -0.578 -1.531
H 0.408 2.234 4.188
H -1.637 4.981 5.331
H -1.186 3.323 5.781
H -5.519 5.578 -2.696
H -1.074 -4.635 6.609
H 0.411 -0.958 -3.027
H 2.077 -1.701 3.275
H -2.430 -3.353 4.730
H -0.913 -4.508 0.328
H -5.697 4.610 -1.328
H -0.287 -3.613 7.689
H 3.252 3.853 7.891
H 4.951 -1.188 -1.064
H 3.881 2.473 4.550
H 2.598 0.688 -5.408
H 1.835 -3.123 2.172
H -3.965 2.072 -2.888
H -3.883 -1.499 1.676
H -5.346 2.562 -1.852
H -2.383 5.264 -3.489
H 0.928 2.564 -1.696
H -0.445 5.337 -1.499
H -1.070 3.456 0.659
H -1.746 -1.041 -1.350
H -0.992 -1.718 6.055
H 2.024 2.955 -0.347
H -5.276 2.903 -3.630
H 2.586 -4.810 0.725
H -3.615 1.993 3.296
H -1.208 4.853 1.605
H -0.716 -3.551 4.122
H 2.366 1.711 4.988
H 1.558 6.022 3.699
H 3.906 -2.900 4.422
H -5.798 0.274 5.902
H 2.310 1.786 -7.597
H -1.626 0.288 -4.674
H -1.820 -2.604 3.264
H -0.664 1.675 -4.079
H 2.556 -5.854 -2.842
H 1.539 -5.245 -0.389
H 0.663 1.606 -7.605
H 2.103 -0.578 -3.606
H -4.285 5.091 0.547
H -1.891 6.427 -1.830
*
```

Atom charges from the Mulliken analysis, given in e for atoms 1 to 8: atom 1 (F): -0.01, atom 2 (F): 0.28, atom 3 (F): -0.19, atom 4 (F): -0.51, atom 5 (O): 0.57, atom 6 (O): -0.36, atom 7 (O): -0.32, atom 8 (O): -0.33

Number 8 is which compound? C5O5Ti

Number 5 is which compound? C5H9OP